# C7H17NO2

A molecular structure, C7H17NO2 in a non-equilibrium geometry (wB97M-V/def2-TZVPD, the Open Molecules 2025 dataset).

The geometry in ORCA input format:
```
! wB97M-V def2-TZVPD RIJCOSX def2/J DEFGRID3
* xyz 0 1
C 1.1122 -1.7540 0.7680
C 0.0948 -2.6868 0.8321
C 2.1006 -1.5414 1.8584
O -0.5873 -0.2785 1.5569
H -0.5763 -0.0820 2.5032
H 1.2446 -1.1681 -0.1334
H 0.0699 -3.3860 1.6612
H 1.7746 -1.9861 2.7987
H -0.6405 -1.4692 1.2868
H -0.3714 -3.0234 -0.0843
H 3.0374 -2.0253 1.5663
H 2.3046 -0.4814 2.0035
C -1.5265 -0.1917 -1.8118
C -1.8349 1.9654 -0.6989
C 0.9899 2.4081 -0.6782
N -0.9366 1.0746 -1.4129
C 0.4182 1.1812 -1.3594
O 1.1579 0.3112 -1.8085
H -2.3623 -0.0119 -2.4928
H -1.9459 1.6432 0.3397
H -0.7760 -0.7902 -2.3223
H -1.8891 -0.7350 -0.9327
H -2.8088 1.9424 -1.1868
H -1.4733 2.9889 -0.7149
H 2.0728 2.3562 -0.7547
H 0.6987 2.4110 0.3721
H 0.6528 3.3287 -1.1552
*
```

Frontier orbital gap   9.70 eV
HOMO   -8.90 eV
Energy relative to the best compared isomer or geometry (same formula, charge and spin)   65.9 kcal/mol
Total energy   -482.073357 hartree